[1]
Computed, not measured: 7 unconnected molecules or ions with the total composition C32H70O18P2S5 in a non-equilibrium geometry, with wB97M-V/def2-TZVPD.

Properties
relative energy (zero: lowest compared OMol25 entry of this formula, charge and spin): 0.0000 eV
total charge: 0
Kohn-Sham gap: 9.9586 eV
highest occupied orbital energy: -9.8 eV
total energy: -5289.29754 Eh
SMILES string: CCOP(=O)(OCC)OCC.CCOP(=O)(OCC)OCC.O=S1(=O)CCCC1.O=S1(=O)CCCC1.O=S1(=O)CCCC1.O=S1(=O)CCCC1.O=S1(=O)CCCC1

```
127
Properties=species:S:1:pos:R:3:lowdin_charge:R:1
S -0.58 -2.36 4.16 0.7000
S -0.77 0.24 -1.92 0.6910
S -1.22 4.42 -5.53 0.6738
S -4.39 -1.46 -4.56 0.6874
S 2.97 2.72 -2.48 0.6944
P 1.15 -5.42 0.26 0.4562
P 0.91 3.52 5.14 0.4412
O 1.01 -4.43 -1.01 -0.1951
O -2.51 5.02 -5.75 -0.3327
O 1.58 4.55 6.17 -0.1698
O -0.13 2.74 6.08 -0.2097
O 0.30 4.13 3.94 -0.2221
O 1.29 -4.42 1.55 -0.1969
O 2.10 2.42 4.97 -0.1809
O 0.33 -1.35 3.60 -0.3426
O 3.50 1.86 -1.42 -0.3603
O -4.82 -2.36 -3.52 -0.3306
O -3.36 -1.93 -5.48 -0.3469
O -1.81 -0.73 -2.21 -0.3311
O -0.52 1.29 -2.87 -0.3264
O 2.20 -6.43 0.10 -0.2315
O -0.35 -5.95 0.44 -0.1730
O 1.89 3.64 -2.22 -0.2994
O -0.49 4.43 -4.30 -0.2989
O -0.93 -3.55 3.42 -0.3089
C 1.65 1.27 4.22 -0.2774
C 2.82 0.74 3.41 -0.0656
C 4.48 3.44 -3.32 -0.1980
C 2.41 -4.11 -3.00 -0.0658
C 2.45 4.17 7.23 -0.2740
C -1.95 -1.73 6.32 -0.1952
C 0.57 -0.70 0.21 -0.2039
C -4.10 0.28 -4.09 -0.2153
C -1.41 -4.98 0.63 -0.2596
C 2.66 1.57 -3.80 -0.2419
C -0.13 4.91 -6.88 -0.2164
C 2.59 -4.20 2.07 -0.2693
C 0.75 3.68 -7.07 -0.2262
C -2.08 -1.53 4.78 -0.1865
C 1.65 3.79 8.49 -0.0678
C 3.31 -2.97 1.50 -0.0500
C -1.28 2.65 -6.08 -0.2002
C -2.35 2.35 7.02 -0.0633
C -4.74 1.11 -5.20 -0.2146
C 0.12 -2.91 5.73 -0.2044
C 1.31 -4.92 -2.32 -0.2706
C -0.89 -0.36 0.62 -0.1941
C 3.58 1.95 -4.97 -0.2176
C -6.02 0.41 -5.74 -0.2175
C -1.23 0.84 -0.29 -0.2073
C 0.00 2.38 -6.84 -0.2081
C -2.52 -5.66 1.38 -0.0757
C -1.55 2.69 5.77 -0.2390
C -5.87 -1.09 -5.63 -0.2034
C 4.91 2.40 -4.36 -0.2152
C -1.12 -2.99 6.65 -0.2090
C 0.78 -0.59 -1.30 -0.1601
H 3.14 4.96 7.53 0.1147
H -1.52 -1.24 0.49 0.1136
H 3.35 -4.36 -2.50 0.0790
H 3.12 2.73 -5.57 0.0899
H -2.94 -1.68 6.76 0.1170
H -2.30 -5.97 2.40 0.0770
H 1.60 3.83 -6.39 0.0860
H -4.75 0.41 -3.22 0.1100
H -0.62 1.72 -0.10 0.1188
H 5.55 2.92 -5.07 0.1152
H -3.41 2.30 6.74 0.0800
H -1.58 1.75 5.21 0.1009
H 2.52 -4.41 -4.04 0.0792
H 3.72 -3.23 0.52 0.0764
H 5.40 1.54 -3.89 0.1186
H -5.80 -1.64 -6.56 0.1029
H -2.13 3.08 7.80 0.0791
H -0.15 1.73 -7.70 0.1156
H 5.18 4.01 -2.71 0.1043
H 3.76 0.64 3.95 0.0822
H -2.15 1.34 7.38 0.0593
H -1.79 -4.70 -0.35 0.1240
H -6.07 0.82 -6.75 0.1088
H 0.92 4.56 8.68 0.0801
H -0.87 5.14 -7.64 0.0994
H 4.02 4.22 -3.94 0.0950
H 0.80 -1.72 0.52 0.0873
H -2.06 2.64 -6.84 0.0939
H -1.01 -4.10 1.14 0.0772
H -3.29 -4.88 1.55 0.0805
H 0.78 -3.77 5.72 0.1099
H 0.63 -2.02 6.11 0.0966
H -2.91 -2.03 4.29 0.1041
H 1.65 1.55 -4.21 0.0779
H 0.98 -1.35 -2.05 0.0847
H -3.04 -6.39 0.76 0.0801
H -1.66 -3.91 6.40 0.1142
H -1.49 2.00 -5.23 0.0822
H -1.29 -0.87 6.49 0.1008
H 3.13 3.40 6.88 0.1080
H 2.35 3.66 9.32 0.0736
H 1.25 2.78 8.37 0.0641
H 1.31 -0.16 0.81 0.1042
H 2.47 -4.11 3.15 0.1104
H -0.92 -3.18 7.70 0.1147
H 2.21 -3.05 -2.89 0.0546
H 1.59 0.14 -1.41 0.0686
H 0.37 5.84 -6.59 0.1085
H 2.71 -2.07 1.45 0.0426
H -3.06 0.34 -3.78 0.0587
H 0.41 -4.76 -2.91 0.1230
H 0.60 1.73 -6.19 0.0946
H 2.84 0.55 -3.48 0.1026
H -1.83 3.58 5.21 0.1178
H -1.88 -0.54 4.36 0.0786
H 1.47 3.61 -7.90 0.1185
H 3.25 -5.06 1.93 0.1082
H 4.13 -2.72 2.18 0.0803
H 3.73 1.06 -5.59 0.1195
H -0.99 0.02 1.63 0.0941
H 1.35 0.50 4.93 0.0975
H -4.05 1.32 -6.02 0.0952
H 0.78 1.38 3.57 0.1109
H -6.91 0.81 -5.26 0.1090
H -4.90 2.09 -4.75 0.1172
H 3.08 1.23 2.46 0.0829
H -6.65 -1.36 -4.92 0.0918
H -2.30 0.99 -0.40 0.1061
H 2.44 -0.21 3.03 0.0424
H 1.64 -5.96 -2.28 0.1114
```

=====

[2]
Computed, not measured: a molecular structure, CH4IPS2 in a non-equilibrium geometry, with wB97M-V/def2-TZVPD.

Properties
relative energy (zero: lowest compared OMol25 entry of this formula, charge and spin): 2.6042 eV
total charge: 0
Kohn-Sham gap (spin up / spin down): 6.5579 / 7.1352 eV
highest occupied orbital energy (spin up / spin down): -7.9 / -8.2 eV
total energy: -1475.81378 Eh

```
9
Properties=species:S:1:pos:R:3:lowdin_charge:R:1
I -1.46 -2.21 0.08 0.7791
S -2.49 1.89 0.95 0.4374
S 0.59 0.00 -0.54 0.3047
P 2.43 0.71 -0.83 0.3716
C 0.49 -1.58 -0.31 -1.1064
H 1.24 -2.28 -0.04 -0.0212
H -2.18 0.79 0.21 -0.3037
H 2.97 0.03 0.20 -0.2539
H -1.58 2.65 0.28 -0.2076
```

=====

[3]
Computed, not measured: a molecular structure, C16H33MoNO4P2S in a non-equilibrium geometry, with wB97M-V/def2-TZVPD.

Properties
total charge: 0
Kohn-Sham gap (spin up / spin down): 5.7695 / 4.9867 eV
2S+1: 3
highest occupied orbital energy (spin up / spin down): -5.4 / -6.4 eV
total energy: -2134.04436 Eh
expectation value of S²: 2.036

```
58
Properties=species:S:1:pos:R:3:lowdin_charge:R:1
Mo 0.19 0.03 -0.39 0.9455
S -0.60 -1.53 3.79 0.7994
P 2.44 -0.30 -1.33 0.6850
P -2.01 0.57 0.97 0.4985
O -1.65 -2.49 3.45 -0.3480
O 1.52 0.76 1.58 -0.1115
O -0.97 -0.46 1.36 -0.7192
O 0.71 -2.06 4.20 -0.4023
N -0.62 0.11 -1.98 -0.2381
C 2.47 0.29 -3.06 -0.2826
C -1.24 1.62 -3.82 -0.0579
C -1.04 -0.18 4.93 -0.1634
C -2.18 0.69 -5.85 -0.1040
C -1.12 0.31 -3.23 -0.3941
C -1.77 1.80 -5.08 -0.1117
C -1.54 -0.79 -4.05 -0.0569
C 2.02 0.51 3.83 -0.0249
C -2.06 -0.60 -5.31 -0.1132
C 3.81 0.63 -0.55 -0.2699
C 3.09 -2.01 -1.47 -0.2614
C -3.16 -0.78 1.47 -0.1793
C -3.15 1.41 -0.30 -0.2380
C -1.92 1.83 2.24 -0.1919
C 2.29 -1.45 2.15 -0.0635
C 1.82 -0.06 2.46 -0.4891
H 3.88 0.40 0.52 0.0184
H 3.60 1.70 -0.66 0.0469
H -2.92 1.95 2.68 0.0610
H -2.73 2.37 -0.68 0.0314
H 0.13 -1.55 0.12 -0.0100
H 1.61 1.53 3.79 0.0949
H 3.20 -2.46 -0.48 0.0239
H 4.75 0.39 -1.06 0.0484
H -1.44 -1.80 -3.60 0.1117
H 3.24 -1.43 1.63 0.0672
H -3.39 0.78 -1.18 0.0334
H 1.54 -2.04 1.53 0.0752
H -2.15 -0.10 4.92 0.0800
H -1.86 2.82 -5.50 0.1049
H 2.19 1.35 -3.09 0.0420
H 1.52 -0.08 4.66 0.0732
H -0.70 -0.65 5.89 0.0791
H -4.03 -0.41 1.90 0.0123
H -2.59 0.83 -6.84 0.0897
H 2.45 -2.10 3.08 0.0952
H -0.56 0.79 4.74 0.0419
H 3.48 0.16 -3.47 0.0465
H -1.22 1.42 2.99 0.0097
H -1.52 2.77 1.85 0.0531
H 3.09 0.51 4.02 0.1045
H -2.38 -1.48 -5.91 0.1065
H -4.11 1.67 0.20 0.0445
H -3.19 -1.47 0.63 0.0612
H -0.91 2.48 -3.20 0.1053
H -2.55 -1.35 2.25 0.0128
H 4.08 -1.99 -1.98 0.0460
H 1.75 -0.29 -3.66 0.0366
H 2.39 -2.61 -2.07 0.0451
```